Computed, not measured: a 2-piece molecular cluster, C2H8S4 overall in a non-equilibrium geometry, with ωB97M-V with the def2-TZVPD basis set.

For the total energy, the calculation gives -1673.7189 Ha. As for the SMILES: CSS.CSS. As for the orbital gap: 0.31842 hartree. The maximum force comes out at 0.0214 Eh/bohr. Its LUMO energy is 0.197 eV. The calculation puts the energy relative to the best compared isomer or geometry (same formula, charge and spin) at 12.2 kcal/mol. For the molecular weight, the calculation gives 160.4 g mol⁻¹.

XYZ file:
```
14
Properties=species:S:1:pos:R:3:mulliken_charge:R:1
C -0.49 1.99 1.02 -0.686
S -1.74 0.64 1.04 -0.033
S -1.98 0.52 -1.09 -0.250
H -0.14 2.03 2.05 0.287
H 0.28 1.70 0.32 0.184
H -0.96 2.91 0.69 0.333
H -3.21 0.04 -1.03 0.157
C 0.45 -1.75 -1.12 -0.598
S 2.03 -1.98 -0.31 -0.084
S 2.62 -0.22 0.54 -0.239
H 0.40 -0.73 -1.49 0.138
H 0.47 -2.43 -1.96 0.337
H -0.39 -2.06 -0.49 0.283
H 2.65 -0.67 1.84 0.173
```

Computed, not measured: C2H9AlN as an isolated structure, with ωB97M-V with the def2-TZVPD basis set.

For the total energy, the calculation gives -378.7870 Ha. The net charge is -1. As for the orbital gap: 0.31574 hartree. The maximum force comes out at 0.0039 Eh/bohr. Its LUMO energy is 4.188 eV. For the molecular weight, the calculation gives 74.1 g mol⁻¹.

XYZ file:
```
13
Properties=species:S:1:pos:R:3:mulliken_charge:R:1
N 2.31 -0.03 0.23 -0.715
C 0.93 0.52 0.16 -0.527
C -0.15 -0.38 -0.43 -0.711
Al -2.04 0.04 0.15 -0.037
H 2.24 -0.99 0.56 0.245
H 2.66 -0.12 -0.72 0.263
H 1.00 1.44 -0.42 0.294
H 0.66 0.83 1.17 0.324
H 0.05 -1.42 -0.13 0.243
H -0.09 -0.38 -1.52 0.267
H -2.12 -0.17 1.78 -0.211
H -2.36 1.62 -0.21 -0.207
H -3.09 -0.96 -0.63 -0.228
```

Computed, not measured: an isolated ion of composition C2H9BNO2 and charge +1 in a non-equilibrium geometry, with ωB97M-V with the def2-TZVPD basis set.

For the total energy, the calculation gives -311.5184 Ha. As for the SMILES: C[C@@H]([NH3+])B(O)O. The net charge is +1. As for the orbital gap: 0.45441 hartree. The maximum force comes out at 0.0980 Eh/bohr. Its LUMO energy is -3.661 eV. The calculation puts the energy relative to the best compared isomer or geometry (same formula, charge and spin) at 27.8 kcal/mol. For the molecular weight, the calculation gives 89.9 g mol⁻¹.

XYZ file:
```
15
Properties=species:S:1:pos:R:3:mulliken_charge:R:1
B 0.67 -0.17 1.29 0.481
C 0.17 -0.86 -1.21 -1.074
C 0.35 0.39 -0.18 -0.210
N -0.93 1.14 -0.16 -0.339
O 1.93 -0.47 1.50 -0.465
O -0.42 -0.51 2.06 -0.541
H -0.71 -1.37 -0.88 0.403
H 0.02 -0.45 -2.24 0.348
H 1.11 -1.42 -1.13 0.344
H 1.18 1.18 -0.36 0.347
H -0.85 1.58 0.69 0.324
H -1.67 0.28 0.07 0.411
H -1.28 1.78 -0.95 0.353
H 2.17 -0.75 2.35 0.309
H -0.43 -0.70 2.98 0.310
```